# 1
Formula: C5H14
Source: the Open Molecules 2025 dataset
Level of theory: ωB97M-V/def2-TZVPD

Summary:
Gap between HOMO and LUMO ... 12.2 eV
LUMO level ... 1.13 eV
Total charge ... 0
2S+1 ... 1
Energy above the lowest of the compared OMol25 structures with the same formula, charge and spin ... 0.691 eV
SMILES ... CCC.CC

Each line ends with the natural charge from an NBO analysis.
Atoms and positions in Å:
C -0.960 0.088 -1.490  -0.611
C -0.705 0.825 -0.165  -0.394
C -1.548 2.165 -0.251  -0.606
H -1.898 -0.500 -1.446  0.204
H -0.091 -0.612 -1.673  0.211
H -1.061 0.795 -2.309  0.202
H -0.995 0.183 0.647  0.199
H 0.304 1.108 -0.061  0.190
H -1.223 2.890 0.465  0.202
H -1.453 2.678 -1.227  0.200
H -2.596 1.924 -0.038  0.202
C 1.117 -1.638 0.313  -0.595
C 2.010 -1.378 1.573  -0.600
H 1.418 -0.766 -0.281  0.201
H 1.305 -2.539 -0.150  0.202
H 0.085 -1.534 0.659  0.198
H 3.014 -1.647 1.237  0.199
H 1.765 -2.009 2.420  0.197
H 1.942 -0.346 1.873  0.200

# 2
Formula: C3H4ClF
Source: the Open Molecules 2025 dataset
Level of theory: ωB97M-V/def2-TZVPD

Summary:
Gap between HOMO and LUMO ... 10.7 eV
LUMO level ... 0.83 eV
Total charge ... 0
2S+1 ... 1
Energy above the lowest of the compared OMol25 structures with the same formula, charge and spin ... 0.926 eV
SMILES ... C/C(F)=C/Cl

Each line ends with the natural charge from an NBO analysis.
Atoms and positions in Å:
C 0.062 0.991 0.608  -0.686
C 0.316 -0.272 -0.037  0.402
F 1.778 -0.613 -0.158  -0.368
C -0.579 -0.987 -0.651  -0.244
Cl -0.078 -2.524 -1.537  -0.040
H 0.681 1.792 0.336  0.239
H -0.885 1.349 0.628  0.237
H 0.210 0.814 1.645  0.235
H -1.506 -0.548 -0.833  0.226

# 3
Formula: C62H70AsBrCsN5O8PSeSi
Source: the Open Molecules 2025 dataset
Level of theory: ωB97M-V/def2-TZVPD

Summary:
Gap between HOMO and LUMO ... 7.7 eV
LUMO level ... 1.88 eV
Total charge ... -1
2S+1 ... 1
Energy above the lowest of the compared OMol25 structures with the same formula, charge and spin ... 1.590 eV

Each line ends with the Mulliken charge.
Atoms and positions in Å:
Cs -0.412 1.376 -0.265  2.142
C -2.671 -1.092 -1.199  -1.115
O -1.828 -1.495 -0.117  -0.380
C -2.396 -2.094 0.942  1.049
C -3.717 -2.457 0.993  -0.580
C -4.208 -3.035 2.169  -0.901
Br -6.043 -3.511 2.250  -0.269
C -3.406 -3.241 3.250  -0.752
C -2.043 -2.883 3.200  1.111
C -1.525 -2.303 2.050  0.070
O -0.261 -1.899 1.886  -0.642
C -1.189 -3.118 4.366  0.094
N 0.089 -2.834 4.461  -0.373
C 0.455 -3.244 5.745  -0.054
C 1.689 -3.198 6.391  -0.215
C 1.770 -3.666 7.689  -0.870
C 0.644 -4.186 8.346  -0.356
C -0.586 -4.251 7.717  -1.164
C -0.646 -3.771 6.413  0.702
N -1.684 -3.685 5.508  -0.020
H -3.511 -0.505 -0.820  0.613
H -3.056 -1.948 -1.760  0.601
H -2.053 -0.467 -1.851  0.032
H -4.370 -2.273 0.153  0.621
H -3.832 -3.677 4.143  0.408
H 0.247 -2.056 2.709  0.590
H 2.558 -2.804 5.889  0.625
H 2.717 -3.626 8.214  0.445
H 0.738 -4.542 9.364  0.373
H -1.455 -4.650 8.224  0.374
H -2.634 -3.970 5.657  0.149
C 3.779 -1.037 3.643  -1.307
C 5.134 -0.479 4.048  -1.014
As 5.989 -1.677 5.337  0.149
C 6.320 -3.124 4.065  0.175
C 5.738 -4.364 4.304  -0.278
C 5.890 -5.404 3.392  -0.568
C 6.636 -5.208 2.239  -0.533
C 7.222 -3.971 1.993  -0.576
C 7.064 -2.933 2.901  -0.091
C 7.777 -0.893 5.328  0.052
C 8.846 -1.669 5.775  -0.539
C 10.131 -1.151 5.807  -0.588
C 10.364 0.159 5.404  -0.407
C 9.307 0.941 4.966  -0.684
C 8.017 0.417 4.923  -0.061
P 2.908 -0.200 2.266  0.603
C 2.926 1.525 2.866  1.060
C 1.793 1.907 3.585  -0.616
C 1.743 3.131 4.241  -0.481
C 2.816 4.003 4.162  -0.590
C 3.947 3.645 3.435  -0.994
C 4.003 2.413 2.801  -0.280
C 4.161 -0.259 0.937  0.175
C 4.849 -1.451 0.689  -0.627
C 5.728 -1.553 -0.381  -0.619
C 5.923 -0.473 -1.234  -1.061
C 5.235 0.711 -1.011  -0.243
C 4.365 0.812 0.068  -0.319
H 3.073 -0.997 4.475  0.379
H 3.848 -2.091 3.356  0.673
H 5.026 0.502 4.518  0.941
H 5.797 -0.373 3.185  0.436
H 5.153 -4.524 5.202  0.372
H 5.424 -6.362 3.584  0.420
H 6.758 -6.016 1.529  0.387
H 7.796 -3.810 1.089  0.465
H 7.517 -1.969 2.695  0.358
H 8.678 -2.694 6.088  0.361
H 10.952 -1.770 6.146  0.370
H 11.367 0.565 5.428  0.360
H 9.480 1.960 4.646  0.386
H 7.209 1.041 4.567  0.418
H 0.928 1.254 3.608  0.299
H 0.845 3.414 4.774  0.435
H 2.764 4.974 4.640  0.354
H 4.787 4.324 3.362  0.471
H 4.903 2.132 2.266  0.523
H 4.705 -2.314 1.329  0.458
H 6.251 -2.487 -0.554  0.424
H 6.598 -0.556 -2.076  0.397
H 5.362 1.557 -1.674  0.331
H 3.820 1.738 0.216  0.316
Se 1.594 1.165 -3.000  0.429
N 1.766 2.311 -1.655  -0.356
C 2.811 3.075 -1.922  0.106
C 3.246 4.129 -1.048  -0.563
C 4.330 4.848 -1.417  -0.598
C 5.027 4.586 -2.655  -0.654
C 4.633 3.608 -3.504  -0.770
C 3.504 2.792 -3.145  0.381
N 3.058 1.753 -3.838  -0.908
H 2.689 4.319 -0.136  0.746
H 4.680 5.651 -0.780  0.481
H 5.886 5.195 -2.908  0.362
H 5.160 3.412 -4.429  0.525
O 0.494 4.515 1.448  -0.600
C -0.572 4.063 1.863  -0.242
C -1.691 4.933 2.446  -0.671
C -2.799 3.928 2.749  -0.646
C -2.223 2.599 2.249  -0.221
O -2.855 1.547 2.212  -0.765
N -0.929 2.747 1.831  1.034
H -1.976 5.685 1.710  0.181
H -1.306 5.465 3.317  0.361
H -3.744 4.129 2.244  0.249
H -3.019 3.823 3.813  0.362
C -0.688 4.471 -1.895  -0.689
C -2.153 4.550 -2.327  2.040
C -2.344 5.588 -3.420  -1.943
C -3.035 4.836 -1.126  -1.659
O -2.613 3.281 -2.832  0.540
Si -1.784 2.107 -3.666  -1.642
O -0.981 1.146 -2.706  -1.016
O -0.804 2.917 -4.734  1.353
C -0.478 2.759 -6.103  1.697
C -0.123 1.311 -6.407  -1.361
C 0.729 3.652 -6.332  -1.619
C -1.645 3.225 -6.959  -1.525
O -2.928 1.328 -4.577  0.122
C -4.344 1.329 -4.571  2.031
C -4.740 0.341 -5.656  -1.851
C -4.844 0.859 -3.213  -1.459
C -4.899 2.710 -4.891  -1.531
H -0.356 5.411 -1.451  0.798
H -0.047 4.242 -2.749  -0.134
H -0.563 3.688 -1.147  -1.088
H -1.992 6.569 -3.086  0.442
H -3.401 5.669 -3.684  0.404
H -1.779 5.303 -4.308  0.086
H -2.788 5.804 -0.681  0.390
H -2.900 4.065 -0.363  0.146
H -4.085 4.838 -1.425  0.377
H 0.789 1.011 -5.880  0.154
H 0.064 1.203 -7.479  0.505
H -0.937 0.636 -6.137  0.154
H 1.560 3.351 -5.691  0.184
H 0.470 4.689 -6.107  0.330
H 1.057 3.594 -7.374  0.420
H -2.516 2.586 -6.811  0.012
H -1.372 3.197 -8.017  0.570
H -1.911 4.251 -6.696  0.259
H -4.232 -0.611 -5.492  0.360
H -4.447 0.719 -6.637  0.375
H -5.820 0.168 -5.657  0.372
H -4.541 -0.174 -3.032  0.247
H -5.936 0.902 -3.172  0.578
H -4.450 1.490 -2.412  0.081
H -4.492 3.077 -5.834  0.284
H -4.659 3.433 -4.107  0.056
H -5.986 2.649 -4.991  0.545

# 4
Formula: C3H5IO
Source: the Open Molecules 2025 dataset
Level of theory: ωB97M-V/def2-TZVPD

Summary:
Gap between HOMO and LUMO (spin up / spin down) ... 6.9 / 7.7 eV
LUMO level (spin up / spin down) ... -0.31 / -0.28 eV
Total charge ... 0
2S+1 ... 1
Energy above the lowest of the compared OMol25 structures with the same formula, charge and spin ... 3.732 eV

Each line ends with the natural charge from an NBO analysis.
Atoms and positions in Å:
C -0.122 -0.730 -0.909  0.517
C -0.184 -2.099 -0.397  -0.775
C 0.301 2.925 1.313  -0.732
O -0.397 -0.235 -1.942  -0.485
I 0.269 0.892 0.924  0.334
H 0.399 -2.845 -1.026  0.259
H 0.136 -2.328 0.649  0.250
H -1.164 -2.414 -0.446  0.254
H -0.570 3.433 0.759  0.189
H 1.332 3.400 1.074  0.189

# 5
Formula: CHClFNO2
Source: the Open Molecules 2025 dataset
Level of theory: ωB97M-V/def2-TZVPD

Summary:
Gap between HOMO and LUMO ... 11.4 eV
LUMO level ... -0.08 eV
Total charge ... 0
2S+1 ... 1
Energy above the lowest of the compared OMol25 structures with the same formula, charge and spin ... 0.150 eV
SMILES ... O=[N+]([O-])[C@@H](F)Cl

Each line ends with the natural charge from an NBO analysis.
Atoms and positions in Å:
O 0.425 0.982 1.358  -0.365
N 0.526 0.695 0.206  0.510
O 1.176 1.171 -0.662  -0.323
C -0.457 -0.433 -0.216  0.226
F -0.280 -0.605 -1.536  -0.293
Cl 0.021 -1.891 0.648  0.022
H -1.411 0.082 0.203  0.224

# 6
Formula: C5H17NO2
Source: the Open Molecules 2025 dataset
Level of theory: ωB97M-V/def2-TZVPD

Summary:
Gap between HOMO and LUMO (spin up / spin down) ... 2.7 / 8.9 eV
LUMO level (spin up / spin down) ... 3.80 / 3.55 eV
Total charge ... -1
2S+1 ... 2
Energy above the lowest of the compared OMol25 structures with the same formula, charge and spin ... 1.922 eV
<S²> ... 0.751

Each line ends with the Löwdin spin population.
Atoms and positions in Å:
C 1.049 -1.968 -1.178  0.087
C 0.924 -0.435 -1.038  0.125
N -0.543 -0.147 -0.669  0.013
C -0.671 1.139 0.008  0.054
C -1.849 1.067 1.038  0.056
C -1.355 -0.182 -1.930  0.033
H 0.326 -2.391 -0.512  0.011
H 0.871 -2.202 -2.229  0.009
H 2.081 -2.260 -1.009  0.029
H 0.987 0.192 -1.912  0.022
H 1.579 -0.093 -0.241  0.062
H -0.774 1.961 -0.718  0.010
H 0.215 1.410 0.578  0.029
H -2.386 0.133 0.913  0.003
H -2.544 1.923 0.978  0.004
H -1.393 1.143 2.020  0.023
H -2.119 -0.962 -1.671  0.009
H -0.867 -0.567 -2.855  0.007
H -1.847 0.819 -1.983  0.004
H 0.701 -2.572 2.147  0.033
H 1.009 -1.347 1.408  0.026
O 1.146 -1.724 2.291  0.100
H 1.374 2.007 2.742  0.049
H 2.165 2.357 1.472  0.068
O 1.924 2.701 2.351  0.132

Among the records above, which one has the lowest energy above the lowest of the compared OMol25 structures with the same formula, charge and spin? CHClFNO2

Number 6 is which compound? C5H17NO2